This record from the OMol25 dataset describes 2 unconnected molecules or ions with the total composition C4H16N3O. The level of theory is the ωB97M-V functional and the def2-TZVPD basis.

XYZ file:
```
24
C4H16N3O | the OMol25 dataset | the ωB97M-V functional and the def2-TZVPD basis
N -1.470 1.583 0.335
C -0.862 1.292 1.648
C -0.788 -0.186 1.934
N -0.245 -0.834 0.707
C 1.219 -0.857 0.724
C 1.711 -0.293 -0.662
N 1.556 -1.241 -1.836
H -2.509 1.509 0.322
H -1.156 0.949 -0.435
H -1.090 2.486 -0.005
H -1.447 1.697 2.486
H 0.229 1.653 1.780
H -1.756 -0.770 2.003
H -0.273 -0.397 2.926
H -0.713 -1.514 0.185
H 1.808 -0.296 1.520
H 1.455 -1.974 0.814
H 2.732 0.078 -0.566
H 1.081 0.616 -0.890
H 2.133 -1.040 -2.688
H 1.827 -2.195 -1.587
H -0.236 -0.417 -2.141
H -1.610 0.162 -2.753
O -0.880 0.395 -2.160
```

The relative energy (zero: lowest compared OMol25 entry of this formula, charge and spin) comes out at 164.6 kJ/mol. The calculation puts the HOMO energy at -12.5245 eV. The charge is +1. Its LUMO energy is -3.01 eV. The gap between HOMO and LUMO comes out at 9.51 eV.

natural (NBO) population analysis, charges in e, atoms 1 to 5: -0.724 -0.267 -0.246 -0.693 -0.254